[1]
Below is a 6-piece molecular cluster, H12O6 overall at a distorted geometry, with properties calculated with wB97M-V/def2-TZVPD.

Positions of all 18 atoms, in Å:
O 38.7320 12.7110 9.4570
H 39.0470 12.0250 10.1700
H 39.4050 13.3510 9.3710
O 36.2080 14.8410 9.8650
H 36.5810 15.2840 9.0760
H 35.9630 13.8960 9.6090
O 36.0320 12.0920 8.7390
H 35.4540 11.5700 9.3560
H 36.9240 12.3260 9.1700
O 34.1880 10.9340 10.3380
H 33.9130 9.9440 10.5070
H 34.4250 11.3850 11.1310
O 36.3160 13.6130 6.2220
H 36.0250 13.3390 7.1590
H 37.2200 13.5610 6.1170
O 36.0790 9.4030 8.4200
H 36.1460 10.3890 8.3280
H 35.1960 9.0490 8.5120

Forces on the atoms, in the same order (eV/Å):
-0.53 -3.43 2.20
-0.71 2.16 -2.15
1.20 1.13 0.00
-0.16 -1.14 -0.59
-0.46 -0.68 0.51
0.47 2.02 0.02
1.27 0.57 1.05
0.42 0.63 -0.20
-1.51 -0.73 -0.76
-1.19 -3.13 -0.95
1.06 3.24 -0.02
-0.02 -0.02 1.30
-4.08 0.03 1.97
1.13 0.29 -2.15
2.94 -0.39 0.14
1.11 0.08 -0.03
-0.71 -1.23 -0.13
-0.22 0.63 -0.21

**Total charge**: 0
**Relative energy (zero: lowest compared OMol25 entry of this formula, charge and spin)**: 44.5 kcal/mol
**Spin multiplicity**: 1
**E**: -12479.1826 eV
**SMILES**: O.O.O.O.O.O


[2]
Below is a 8-piece molecular cluster, H14IO7 overall at a distorted geometry, with properties calculated with wB97M-V/def2-TZVPD.

Positions of all 22 atoms, in Å:
I 21.0930 -5.9230 11.3140
O 17.5550 -6.8350 11.7710
H 18.3320 -6.6510 11.2370
H 17.8090 -6.7500 12.6590
O 19.1570 -3.4470 13.2200
H 19.4620 -3.8870 12.4430
H 18.8460 -4.1480 13.8250
O 22.9880 -7.1790 8.7320
H 22.5620 -6.4580 9.1690
H 23.5470 -7.5290 9.4610
O 22.8260 -8.0120 14.0740
H 23.7020 -8.2890 13.6990
H 22.4380 -7.3500 13.5350
O 22.6570 -3.0660 9.5690
H 21.9510 -3.6160 9.8970
H 23.4130 -3.6210 9.6970
O 21.7070 -5.1760 14.7350
H 21.4790 -5.4720 13.8510
H 21.4960 -5.8660 15.3990
O 23.9660 -4.2140 12.8580
H 23.1220 -4.5810 12.5720
H 24.5780 -4.8520 12.5330

Forces on the atoms, in the same order (eV/Å):
-0.06 -0.01 0.07
-1.16 -0.33 -1.83
0.37 0.08 0.13
0.78 0.21 1.71
-0.93 0.33 1.48
0.48 -0.74 -0.86
0.45 0.50 -0.61
1.52 -1.21 0.15
-0.86 0.89 0.48
-0.59 0.19 -0.80
1.82 -1.92 0.89
-1.53 0.76 0.30
-0.26 1.02 -1.22
-0.15 0.74 -0.49
-0.64 -0.32 0.33
0.79 -0.37 0.17
-0.03 -0.03 1.47
-0.36 -0.32 -0.18
0.18 0.43 -1.09
-0.31 0.66 0.18
-0.35 0.13 0.03
0.85 -0.69 -0.31

**Total charge**: -1
**Relative energy (zero: lowest compared OMol25 entry of this formula, charge and spin)**: 14.2 kcal/mol
**Spin multiplicity**: 1
**E**: -22663.9654 eV


[3]
Below is C4H11N2 as an isolated structure at a distorted geometry, with properties calculated with wB97M-V/def2-TZVPD.

Positions of all 17 atoms, in Å:
C -1.3500 0.6331 -0.5658
C -0.4184 1.4064 0.3947
C 0.9638 0.7385 0.2027
C 1.9142 -1.2947 -0.1836
N 0.8021 -0.6568 0.1011
N -1.6705 -0.7656 0.0550
H -0.7746 0.2924 -1.4623
H -2.1406 1.2485 -0.9042
H -0.4961 2.5517 0.2936
H -0.5460 1.4686 1.4895
H 1.2849 1.1603 -0.7294
H 1.8027 1.0811 0.8022
H 2.7687 -0.8940 0.3482
H 1.9724 -2.2824 -0.5097
H -2.1753 -1.5131 -0.5219
H -0.3912 -1.2032 -0.0882
H -1.8835 -0.8531 1.1016

Forces on the atoms, in the same order (eV/Å):
0.84 -1.81 1.08
0.68 1.16 1.07
-0.66 3.42 0.06
-1.98 1.83 3.50
3.19 -3.76 -3.02
-0.01 -1.54 -0.09
-0.35 0.80 0.52
-1.36 0.03 -0.01
0.67 -1.74 -0.99
-1.22 -1.16 -0.24
0.20 -0.40 -1.09
-0.23 -0.27 1.03
0.82 0.40 -1.05
-0.37 -1.56 -0.65
0.21 2.03 1.06
-0.44 2.03 1.03
0.01 0.55 -2.21

**Total charge**: +1
**Relative energy (zero: lowest compared OMol25 entry of this formula, charge and spin)**: 81.1 kcal/mol
**Spin multiplicity**: 1
**E**: -7297.4320 eV


[4]
Below is an isolated ion of composition C2H9N2O3 and charge +1 at a distorted geometry, with properties calculated with wB97M-V/def2-TZVPD.

Positions of all 16 atoms, in Å:
N -0.1708 1.7222 -0.4659
C 0.3579 0.5313 0.2343
O 0.6195 0.7606 1.5081
O 1.4563 0.0042 -0.5131
C -0.6934 -0.5649 0.1920
N -0.0624 -1.8884 -0.2235
O -1.7232 -0.2834 -0.6984
H -1.0539 1.9388 -0.0480
H 0.3618 2.5294 -0.4234
H 1.2513 1.4687 1.6340
H 2.3364 0.3207 -0.0228
H -1.0349 -0.7326 1.1686
H 0.9022 -1.6629 -0.3619
H -0.2576 -2.8399 0.3631
H -0.6052 -1.8061 -1.1072
H -1.6840 0.5024 -1.2359

Forces on the atoms, in the same order (eV/Å):
-1.14 -2.96 -0.16
0.05 1.52 -3.16
0.77 -0.50 2.66
3.20 1.71 2.07
-0.83 0.70 -0.29
-2.81 -1.64 0.51
-0.56 -2.29 0.92
-0.52 0.38 0.37
1.73 1.59 0.06
0.15 0.45 0.12
-2.63 -1.08 -1.80
-0.95 0.07 1.33
1.40 -0.19 -0.39
0.39 3.17 -1.75
0.76 -1.66 -0.26
0.99 0.72 -0.23

**Total charge**: +1
**Relative energy (zero: lowest compared OMol25 entry of this formula, charge and spin)**: 30.7 kcal/mol
**Spin multiplicity**: 1
**E**: -11334.9141 eV
**SMILES**: NC(O)(O)[C@H]([NH3+])O


| no. | frontier orbital gap (eV) |
| --- | --- |
| 1 | 10.9 |
| 2 | 8.6 |
| 3 | 10.2 |
| 4 | 11.1 |